{"formula": "C7H10N2O4S", "method": "ωB97M-V/def2-TZVPD", "homo_energy_ev": -8.508, "multiplicity": 1, "orbital_gap_ev": 8.81, "molar_mass_g_mol": 218.234, "relative_energy_ev": 3.5108, "lumo_ev": 0.299, "total_energy_ha": -1081.22087, "species": ["C", "C", "C", "C", "C", "C", "C", "N", "N", "O", "O", "O", "O", "S", "H", "H", "H", "H", "H", "H", "H", "H", "H", "H"], "coordinates": [[-1.36186, 0.84817, 1.40559], [-0.46573, 1.69747, 0.79035], [-0.39147, -0.34532, -0.17603], [-0.98774, -2.85775, 1.19516], [-0.23500, 3.14133, 0.92027], [2.92020, -0.48071, -2.42212], [-1.87114, -1.55545, 1.35699], [-1.18399, -0.41584, 0.90564], [0.04578, 1.00855, -0.29098], [-0.24704, -2.89517, 0.19034], [-1.27095, -3.75804, 1.94689], [1.73113, 0.26568, -2.26710], [0.55492, -0.46740, -2.45597], [0.12297, -1.61059, -1.16785], [-2.01141, 0.86367, 2.20222], [0.31929, 3.43598, 0.13589], [-1.19675, 3.77054, 1.08931], [0.29550, 3.20315, 1.85939], [3.60018, 0.30631, -2.49990], [2.83062, -1.22237, -3.36926], [2.97381, -1.00787, -1.51925], [-2.75182, -1.86599, 0.73156], [-2.13625, -1.52334, 2.40722], [0.71676, 1.46499, -0.96836]], "forces_ev_per_a": [[2.421, 0.491, -0.574], [-2.791, -1.039, -0.743], [1.043, 2.541, 0.317], [-2.451, 0.582, 1.208], [-3.225, -0.249, 3.679], [-2.480, -2.050, -2.375], [-0.213, -2.993, -0.437], [0.747, 1.412, -2.178], [-0.248, -1.622, 0.765], [1.115, -0.288, -0.472], [0.273, -0.548, 0.611], [-0.086, 1.517, -0.135], [-0.952, -0.443, -0.516], [1.260, -0.318, -1.841], [-1.102, 0.920, 1.730], [1.892, 1.617, -2.565], [1.590, -1.164, -0.680], [0.563, 0.732, 0.150], [1.709, 0.743, -0.375], [0.468, 1.858, 2.102], [1.018, -1.342, 1.096], [0.513, 0.865, 0.496], [-0.084, 0.455, -0.036], [-0.978, -1.679, 0.772]]}